# 1
DFT (ωB97M-V with the def2-TZVPD basis set) results for C3H5ClO as an isolated structure.

Atoms and positions in Å:
C  0.5783  0.7122  -1.0052
C  -0.0276  0.5498  0.4011
C  -0.4852  -0.9110  0.9357
H  1.6815  1.4597  -0.8111
H  -0.0655  1.1819  -1.9591
H  0.9790  -0.2220  -1.2340
H  -1.3103  -0.7100  1.4602
H  0.3491  -1.5551  1.4576
O  -0.5866  1.5727  0.9954
Cl  -1.1127  -2.0783  -0.2405

The calculation puts the molar mass at 92.5 g/mol. The calculation puts the energy relative to the best compared isomer or geometry (same formula, charge and spin) at 2.298 eV. The max |F| is 0.126 Eh/bohr. As for the total energy: -17759.4800 eV. Its spin multiplicity is 1. Its HOMO-LUMO gap is 10.08 eV.

Mulliken atomic charge list, values in e, 6 entries: C -0.85; C 0.59; C -0.53; H 0.24; H 0.26; H 0.37



# 2
DFT (ωB97M-V with the def2-TZVPD basis set) results for one molecule with the formula C3H5ClO.

Atoms and positions in Å:
O  0.3840  1.9411  0.2909
C  0.8875  0.8312  0.5557
C  0.5595  -0.4269  -0.1555
C  -1.0379  -0.5598  -0.1414
Cl  -1.7540  0.9417  -0.9244
H  1.7721  0.7863  1.2288
H  1.1004  -1.2200  0.3447
H  0.9256  -0.3708  -1.1918
H  -1.4343  -0.6671  0.8637
H  -1.4028  -1.2558  -0.8706

As for the SMILES: O=CCCCl. The calculation puts the molar mass at 92.5 g/mol. The calculation puts the energy relative to the best compared isomer or geometry (same formula, charge and spin) at 0.941 eV. The max |F| is 0.078 Eh/bohr. As for the total energy: -17760.8371 eV. Its spin multiplicity is 1. Its HOMO-LUMO gap is 9.88 eV.

Mulliken atomic charge list, values in e, 6 entries: O -0.46; C 0.08; C -0.44; C -0.50; Cl -0.18; H 0.32



# 3
DFT (ωB97M-V with the def2-TZVPD basis set) results for a 2-piece molecular cluster, C3H5ClO overall.

Atoms and positions in Å:
C  -0.0708  -1.8675  -0.1750
C  -0.0694  -0.7375  -0.8530
C  -0.7289  0.4308  -0.2846
O  -1.0485  1.4346  -0.7778
Cl  -1.2003  0.2373  1.5398
H  0.5029  -2.7182  -0.5077
H  -0.3896  -1.7451  0.7979
H  0.3563  -0.5931  -1.7462
H  1.1546  2.5806  0.7460
H  1.4936  2.9780  1.2607

As for the SMILES: C=CC(=O)Cl.[H][H]. The calculation puts the molar mass at 92.5 g/mol. The calculation puts the energy relative to the best compared isomer or geometry (same formula, charge and spin) at 1.689 eV. The max |F| is 0.072 Eh/bohr. As for the total energy: -17760.0885 eV. Its spin multiplicity is 1. Its HOMO-LUMO gap is 10.56 eV.

Mulliken atomic charge list, values in e, 6 entries: C -0.57; C -0.28; C 0.51; O -0.36; Cl -0.29; H 0.26



# 4
DFT (ωB97M-V with the def2-TZVPD basis set) results for one molecule with the formula C3H5ClO2.

Atoms and positions in Å:
O  0.0401  -0.9363  1.5469
C  -0.0636  -0.1048  0.4470
C  1.2840  -0.1637  -0.5567
Cl  1.3758  -1.8310  -1.2166
C  -1.2144  0.0889  -0.4437
O  -0.7409  1.0990  0.4392
H  0.1596  -0.3358  2.2495
H  2.1263  0.1550  0.1564
H  1.1327  0.4070  -1.3801
H  -1.1490  0.1624  -1.4475
H  -2.2022  -0.1733  -0.0527

As for the SMILES: O[C@@]1(CCl)CO1. The calculation puts the molar mass at 108.5 g/mol. The calculation puts the energy relative to the best compared isomer or geometry (same formula, charge and spin) at 2.680 eV. The max |F| is 0.114 Eh/bohr. As for the total energy: -19807.1522 eV. Its spin multiplicity is 1. Its HOMO-LUMO gap is 10.81 eV.

Mulliken atomic charge list, values in e, 6 entries: O -0.45; C 0.64; C -0.55; Cl -0.18; C -0.54; O -0.45



# 5
DFT (ωB97M-V with the def2-TZVPD basis set) results for C3H5ClO2P as an isolated structure.

Atoms and positions in Å:
C  1.6719  0.2498  -0.3793
C  0.4777  0.2257  0.1115
C  -0.0248  -0.2473  1.2714
O  -0.5427  0.8217  -2.6521
O  -1.7600  -0.1478  1.5171
P  -1.0279  0.5624  -1.2796
Cl  -1.3333  -1.5162  -1.1968
H  1.7589  0.8732  -1.2098
H  2.7276  -0.1757  -0.1780
H  -2.1772  0.3121  0.4706
H  0.1248  -1.2835  1.3992
H  0.1051  0.3256  2.1258

The calculation puts the molar mass at 139.5 g/mol. The calculation puts the energy relative to the best compared isomer or geometry (same formula, charge and spin) at 4.740 eV. The max |F| is 0.126 Eh/bohr. As for the total energy: -29097.0337 eV. Its charge is -1. Its spin multiplicity is 1. Its HOMO-LUMO gap is 7.53 eV.

Mulliken atomic charge list, values in e, 6 entries: C -0.62; C 0.07; C -0.32; O -0.55; O -0.63; P -0.03



# 6
DFT (ωB97M-V with the def2-TZVPD basis set) results for an isolated ion of composition C3H5ClO3P and charge -1.

Atoms and positions in Å:
C  0.4073  -0.2270  0.8196
C  -0.3814  -0.9864  -0.2086
O  -0.2913  -2.1933  -0.3214
C  -1.2712  -0.1274  -1.0308
P  -2.7210  0.5611  -0.0469
O  -3.5520  1.4034  -0.9369
O  -2.2737  1.0562  1.2799
Cl  -3.7488  -1.1883  0.2812
H  -0.3135  0.3076  1.4384
H  0.9996  -0.9138  1.4245
H  1.0557  0.5059  0.3436
H  -0.7787  0.7974  -1.3335
H  -1.6839  -0.6423  -1.8966

As for the SMILES: CC(=O)C[P@](=O)([O-])Cl. The calculation puts the molar mass at 155.5 g/mol. The calculation puts the energy relative to the best compared isomer or geometry (same formula, charge and spin) at 0.000 eV. The max |F| is 0.019 Eh/bohr. As for the total energy: -31150.8814 eV. Its charge is -1. Its spin multiplicity is 1. Its HOMO-LUMO gap is 9.42 eV.

Mulliken atomic charge list, values in e, 6 entries: C -1.08; C 0.82; O -0.61; C -0.85; P 0.92; O -0.69